The following is a DFT calculation (wB97M-V/def2-TZVPD) of 2 unconnected molecules or ions with the total composition CH8N3O at a distorted geometry.

Geometry (Å):
C -0.710133 -0.772848 0.183621
N -0.222423 -1.993938 0.525371
N 0.012737 0.041471 -0.540649
N -1.850382 -0.310699 0.745421
H 0.709727 -2.245078 0.186911
H -0.893203 -2.727198 0.768091
H 0.812607 -0.315329 -1.069258
H -0.219663 1.037151 -0.574469
H -2.041512 0.664631 0.503061
H -2.560562 -0.866298 1.228621
O 2.221586 2.723330 -0.336959
H 2.989826 2.114290 -0.421489
H 1.751396 2.650521 -1.198278

Cartesian forces (eV/Å) of the 3 atoms listed first:
C -0.66 -1.19 2.19
N -0.62 0.44 -0.84
N 0.72 0.75 -0.88

charge = +1
total energy = -282.19381 Ha
gap between HOMO and LUMO = 11.40 eV
highest occupied orbital energy = -14.92 eV

These are the Löwdin partial charges, in e, on atoms 1 to 2: number 1, C, carries -0.467; number 2, N, carries 0.194

=====

The following is a DFT calculation (wB97M-V/def2-TZVPD) of a molecular structure, CH8N3O3P at a distorted geometry.

Geometry (Å):
C 2.276921 1.445484 0.824203
N 1.126512 -2.564502 0.430783
N -1.026764 1.058318 -1.516057
N 0.814003 -1.354077 -0.000564
O -3.336161 -0.625018 0.536185
O 1.564461 0.895082 1.591140
O 0.084662 0.849555 -0.680890
P -0.200007 -0.163058 0.511883
H 3.201799 1.189626 0.415342
H 2.047003 2.578094 0.464750
H 1.873301 -3.053413 -0.113535
H -3.486309 -0.779354 1.486506
H -0.659801 1.860444 -2.059958
H -1.893236 1.192552 -1.020224
H 1.353486 -1.166689 -0.944793
H -3.739871 -1.363043 0.075228

Cartesian forces (eV/Å) of the 3 atoms listed first:
C -0.62 5.54 -1.01
N -0.32 -0.58 1.24
N 0.66 0.32 -2.70

total energy = -774.01569 Ha
gap between HOMO and LUMO (alpha / beta) = 7.50 / 6.86 eV
highest occupied orbital energy (alpha / beta) = -7.24 / -6.37 eV

These are the Löwdin partial charges, in e, on atoms 1 to 2: number 1, C, carries -0.206; number 2, N, carries -0.086

=====

The following is a DFT calculation (wB97M-V/def2-TZVPD) of a gas-phase ion, CH8N3OSi (charge +1) at a distorted geometry.

Geometry (Å):
C 1.595866 0.122847 0.012485
N 2.888123 -0.318519 0.051892
N 0.712417 -0.484736 -0.800368
N -0.793754 0.216030 -0.866187
O 1.379606 1.311836 0.568056
Si -2.081115 0.320149 0.372775
H 3.119009 -1.294149 0.050209
H 3.763794 0.162358 0.574880
H 0.744223 -1.419855 -1.270387
H 0.763095 1.816122 -0.027326
H -1.154504 -0.098371 -1.831037
H -2.473435 1.776541 0.021820
H -3.057934 -0.701442 -0.048169
H -1.371498 0.049757 1.651181

Cartesian forces (eV/Å) of the 3 atoms listed first:
C 1.73 -0.05 -1.55
N 1.83 1.12 2.22
N -3.83 1.35 1.00

charge = +1
total energy = -571.57772 Ha
gap between HOMO and LUMO = 10.59 eV
structure (SMILES) = N/C(O)=[NH+]/N[SiH3]
highest occupied orbital energy = -14.09 eV

These are the Löwdin partial charges, in e, on atoms 1 to 2: number 1, C, carries -0.435; number 2, N, carries 0.180

=====

The following is a DFT calculation (wB97M-V/def2-TZVPD) of 2 unconnected molecules or ions with the total composition CH8N3S at a distorted geometry.

Geometry (Å):
C 0.682513 -1.146093 -0.061878
N -0.568987 -0.987492 -0.033098
N 1.690301 0.099430 0.095964
N -2.077121 1.099820 0.100732
S 3.201974 -0.078882 -0.670835
H 1.245379 -2.064916 -0.133847
H -1.183043 0.019433 0.039337
H -1.147966 -1.821406 -0.071627
H 1.212931 0.974429 -0.074956
H -1.682588 1.972525 -0.236049
H -2.889934 0.877794 -0.469024
H -2.398774 1.243508 1.054901
H 3.915319 -0.188152 0.460380

Cartesian forces (eV/Å) of the 3 atoms listed first:
C 3.77 4.45 0.53
N -0.26 -0.21 0.03
N -3.59 -4.09 -0.55

charge = +1
total energy = -605.07521 Ha
gap between HOMO and LUMO = 9.82 eV
highest occupied orbital energy = -13.47 eV

These are the Löwdin partial charges, in e, on atoms 1 to 2: number 1, C, carries -0.087; number 2, N, carries 0.137

=====

The following is a DFT calculation (wB97M-V/def2-TZVPD) of 2 unconnected molecules or ions with the total composition CH8N4O at a distorted geometry.

Geometry (Å):
C -0.585911 0.036442 -0.169695
H 1.505781 0.324962 2.424486
H 1.928411 -0.687349 3.471588
H -0.078368 1.786964 -2.284257
H -1.157366 0.614862 -2.301607
H -1.539055 1.850495 0.045131
H -0.604601 -0.239187 0.863062
H -0.791704 -2.578215 -0.357519
H 0.856958 -2.617329 -0.601455
N -1.017980 1.584768 -1.909057
N -0.837665 1.299879 -0.503717
N -0.130358 -0.869914 -1.004285
N 0.072133 -2.081014 -0.259809
O 2.099060 0.223763 3.187102

Cartesian forces (eV/Å) of the 3 atoms listed first:
C 1.76 -2.37 -1.02
H 0.35 0.05 0.28
H 0.15 0.32 -0.03

total energy = -337.07810 Ha
gap between HOMO and LUMO = 9.49 eV
structure (SMILES) = N/N=C/NN.O
highest occupied orbital energy = -8.63 eV

These are the Löwdin partial charges, in e, on atoms 1 to 2: number 1, C, carries -0.282; number 2, H, carries 0.020

=====

The following is a DFT calculation (wB97M-V/def2-TZVPD) of 2 unconnected molecules or ions with the total composition CH8N4O2.

Geometry (Å):
C 0.760455 -1.182964 -0.401727
N -0.653404 0.824450 0.220019
N 1.539678 -0.402791 0.379191
N -1.369221 1.910575 -0.325926
N -0.157570 -2.015927 0.118342
O -1.575561 0.191025 1.177019
O 2.501810 0.263215 -0.445782
H -2.447007 0.341205 0.769501
H 3.325870 0.126898 0.038870
H 0.811133 0.416945 0.725583
H 0.970605 -1.224567 -1.464771
H -1.122113 1.996636 -1.305896
H -1.125002 2.786132 0.139823
H -0.652746 -1.643208 0.936289
H -0.806927 -2.387625 -0.560535

Cartesian forces (eV/Å) of the 3 atoms listed first:
C 0.01 0.32 0.59
N 0.22 -0.37 -0.21
N -0.49 -0.02 -0.46

total energy = -412.18156 Ha
gap between HOMO and LUMO (alpha / beta) = 7.62 / 7.62 eV
highest occupied orbital energy (alpha / beta) = -6.75 / -6.75 eV

These are the Löwdin partial charges, in e, on atoms 1 to 2: number 1, C, carries -0.187; number 2, N, carries -0.277

=====

The following is a DFT calculation (wB97M-V/def2-TZVPD) of 2 unconnected molecules or ions with the total composition CH8NO at a distorted geometry.

Geometry (Å):
N 0.755640 -0.278986 1.851988
H 0.280846 0.087841 0.975964
H 0.281481 0.170980 2.647055
H 1.724200 -0.033151 2.086226
H 0.520779 -1.275082 1.928919
C -0.317535 0.473402 -1.731024
O -0.585035 -0.102524 -0.429692
H -0.415238 1.542892 -1.651334
H -1.025062 0.056023 -2.440991
H 0.703071 0.237954 -2.038100
H -1.243071 -0.789895 -0.571122

Cartesian forces (eV/Å) of the 3 atoms listed first:
N -0.90 0.67 1.62
H 0.57 -0.30 -0.34
H -0.36 -0.15 -0.20

charge = +1
total energy = -172.62615 Ha
gap between HOMO and LUMO = 11.45 eV
highest occupied orbital energy = -15.39 eV

These are the Löwdin partial charges, in e, on atoms 1 to 2: number 1, N, carries 0.284; number 2, H, carries 0.100

=====

The following is a DFT calculation (wB97M-V/def2-TZVPD) of 2 unconnected molecules or ions with the total composition CH8NO at a distorted geometry.

Geometry (Å):
N -1.728333 0.023376 -0.530811
H -1.497558 0.828520 -1.114268
H -2.527340 0.381296 -0.009023
H -0.849782 -0.108096 0.101862
H -2.080716 -0.764340 -1.070036
C 1.512321 -0.244528 -0.170036
O 0.483334 0.191942 0.758029
H 2.457594 0.000132 0.306754
H 1.559390 0.225465 -1.142906
H 1.320767 -1.310182 -0.230392
H 0.783575 0.632505 1.556562

Cartesian forces (eV/Å) of the 3 atoms listed first:
N -0.39 0.82 0.16
H 0.13 -0.33 -0.55
H 0.02 -0.25 0.55

charge = +1
total energy = -172.62247 Ha
gap between HOMO and LUMO = 12.04 eV
highest occupied orbital energy = -15.84 eV

These are the Löwdin partial charges, in e, on atoms 1 to 2: number 1, N, carries 0.281; number 2, H, carries 0.148

=====

The following is a DFT calculation (wB97M-V/def2-TZVPD) of 2 unconnected molecules or ions with the total composition CH8NO.

Geometry (Å):
N -0.183097 -1.594587 -0.551267
H -1.147932 -1.258672 -0.580457
H -0.123549 -2.444661 0.024594
H 0.134653 -1.822095 -1.495252
H 0.398250 -0.800185 -0.147927
C -0.203702 1.436760 0.460265
O 0.906354 0.542375 0.712607
H 0.069756 2.469931 0.652240
H -0.557242 1.360392 -0.572965
H -0.998460 1.152777 1.146168
H 1.704970 0.957970 0.351996

Cartesian forces (eV/Å) of the 3 atoms listed first:
N 0.03 -0.12 -0.05
H -0.01 -0.25 -0.08
H -0.01 0.38 -0.07

charge = +1
total energy = -172.63051 Ha
gap between HOMO and LUMO = 11.84 eV
highest occupied orbital energy = -15.80 eV

These are the Löwdin partial charges, in e, on atoms 1 to 2: number 1, N, carries 0.298; number 2, H, carries 0.149

=====

The following is a DFT calculation (wB97M-V/def2-TZVPD) of 4 unconnected molecules or ions with the total composition CH8NO5 at a distorted geometry.

Geometry (Å):
N 1.884167 1.073342 0.385641
C 0.953785 0.150903 -0.096419
O -0.012759 -0.184919 0.573546
O 1.296682 -0.247426 -1.264981
H 1.550983 1.867791 0.911008
H 2.701493 1.250263 -0.192431
H -2.271410 -0.078449 -0.600468
H -1.908453 -1.001475 -1.756323
O -2.600790 -0.377080 -1.460231
H -0.178294 0.458129 2.314883
H -0.399367 1.914470 2.757462
O -0.094456 1.067469 3.070434
H -0.634752 -2.214734 -0.869195
H 0.206973 -1.507334 -1.945357
O -0.493799 -2.170946 -1.827573

Cartesian forces (eV/Å) of the 3 atoms listed first:
N 0.19 -0.29 -0.96
C 0.16 1.24 2.42
O 0.23 -0.44 -1.13

2S+1 = 2
total energy = -473.80030 Ha
gap between HOMO and LUMO (alpha / beta) = 10.79 / 5.95 eV
highest occupied orbital energy (alpha / beta) = -10.73 / -10.73 eV
⟨S²⟩ = 0.757

These are the Löwdin partial charges, in e, on atoms 1 to 2: number 1, N, carries 0.235; number 2, C, carries -0.666

=====

Record order is preserved below.
Relative energy (zero: lowest compared OMol25 entry of this formula, charge and spin): 22.2, 96.9, 75.0, 38.9, 27.8, 111.1, 14.9, 17.2, 12.2, 0.6 kcal/mol